DFT (wB97M-V/def2-TZVPD) results for a cluster of 3 separate species, C3H11NO3 in total at a distorted geometry.

The value obtained for the gap between HOMO and LUMO is 10.95 eV. As for the largest force on an atom: 1.017 eV/Å. As for the total energy: -10923.0056 eV. Its structure (SMILES) is CCC(N)=O.O.O. Its HOMO energy is -10.09 eV. Its lowest unoccupied orbital energy is 0.856 eV.

Each atom is followed by the atoms it is bonded to, with distances in Å.
CARTESIAN COORDINATES (ANGSTROEM)
1 C 0.066 1.710 -1.530  C2 1.526, H6 1.094, H7 1.087, H8 1.095
2 C 0.187 0.555 -0.541  C1 1.526, C3 1.508, H9 1.091, H10 1.086
3 C 0.168 0.853 0.937  C2 1.508, N4 1.371, O5 1.211
4 N -0.449 2.007 1.347  C3 1.371, H11 1.003, H12 1.012
5 O 0.604 0.066 1.747  C3 1.211
6 H -0.684 2.448 -1.230  C1 1.094
7 H -0.224 1.348 -2.514  C1 1.087
8 H 1.011 2.253 -1.631  C1 1.095
9 H -0.669 -0.110 -0.660  C2 1.091
10 H 1.075 -0.039 -0.735  C2 1.086
11 H -0.485 2.789 0.721  N4 1.003
12 H -0.293 2.255 2.316  N4 1.012
13 H -0.764 -3.347 -1.668  O15 0.960
14 H -0.215 -2.656 -0.415  O15 0.970
15 O -0.398 -2.516 -1.357  H13 0.960, H14 0.970
16 H 0.674 -3.215 1.989  O18 0.961
17 H 0.262 -1.757 1.787  O18 0.963
18 O 0.132 -2.645 1.437  H16 0.961, H17 0.963